[1]
The following is a DFT calculation (wB97M-V/def2-TZVPD) of a molecular structure, C44H35CoF6N8O18S2 in a non-equilibrium geometry.

* expectation value of S²: 3.75
* HOMO-LUMO gap (alpha / beta): 8.2 / 8.1 eV
* energy above the lowest of the compared OMol25 structures with the same formula, charge and spin: 212.63 kJ/mol
* charge: +1
* multiplicity: 4

Each line ends with the Löwdin charge.
CARTESIAN COORDINATES (ANGSTROEM)
Co 1.134 -0.243 0.736  0.862
C 3.988 1.751 1.840  -0.577
F 4.791 2.279 2.776  0.144
F 2.727 1.915 2.285  0.099
F 4.191 2.462 0.670  0.107
S 4.371 -0.091 1.674  0.747
O 5.722 -0.141 1.011  -0.275
O 4.144 -0.748 2.918  -0.247
N 3.054 -0.509 0.615  -0.374
S 3.680 -1.621 -0.296  0.645
O 4.662 -2.527 0.374  -0.277
O 2.510 -2.357 -0.835  -0.314
C 4.533 -0.648 -1.710  -0.561
F 4.362 0.717 -1.629  0.099
F 5.869 -0.882 -1.534  0.106
F 4.112 -1.111 -2.884  0.150
C 1.119 -1.389 7.840  -0.027
C 0.099 -0.451 7.543  -0.057
C -0.071 0.004 6.268  -0.016
C 0.806 -0.379 5.255  -0.119
C 1.854 -1.265 5.502  0.024
C 2.027 -1.675 6.818  -0.054
N 0.681 0.222 3.910  -0.208
O 0.142 1.340 3.719  0.072
O 1.102 -0.418 2.906  -0.051
H 1.214 -1.828 8.821  0.111
H -0.631 -0.172 8.288  0.112
H -0.859 0.727 6.115  0.122
H 2.510 -1.629 4.724  0.107
H 2.781 -2.410 7.061  0.112
C -5.854 1.679 1.243  -0.081
C -4.953 1.247 0.266  -0.028
C -3.686 0.655 0.556  0.026
C -3.464 0.479 1.953  -0.106
C -4.428 0.842 2.925  0.009
C -5.601 1.491 2.551  -0.085
N -2.231 -0.207 2.415  -0.253
O -1.193 -0.351 1.700  -0.026
O -2.272 -0.723 3.520  0.080
H -6.763 2.236 1.070  0.114
H -5.105 1.458 -0.782  0.097
H -2.949 0.410 -0.194  0.068
H -4.129 0.733 3.957  0.112
H -6.295 1.917 3.261  0.115
C -1.374 -0.369 -7.254  -0.029
C -0.592 0.307 -6.291  -0.066
C -1.100 0.577 -5.034  -0.025
C -2.334 0.057 -4.583  -0.078
C -3.125 -0.682 -5.563  -0.004
C -2.663 -0.836 -6.839  -0.076
N -2.854 0.346 -3.188  -0.303
O -4.002 -0.016 -2.868  0.067
O -2.128 1.031 -2.481  0.055
H -1.065 -0.478 -8.283  0.105
H 0.326 0.748 -6.649  0.102
H -0.458 1.049 -4.305  0.080
H -4.058 -1.172 -5.326  0.113
H -3.294 -1.240 -7.617  0.106
C -1.249 -6.898 2.306  -0.049
C 0.097 -6.841 2.694  -0.043
C 0.817 -5.638 2.529  0.001
C 0.213 -4.511 2.021  -0.095
C -1.172 -4.592 1.715  -0.005
C -1.916 -5.727 1.927  -0.060
N 1.012 -3.261 1.760  -0.222
O 0.487 -2.357 1.095  -0.029
O 2.183 -3.198 2.189  0.095
H -1.689 -7.867 2.488  0.108
H 0.530 -7.690 3.201  0.110
H 1.835 -5.560 2.880  0.120
H -1.730 -3.780 1.272  0.104
H -2.979 -5.594 1.785  0.112
C 0.805 6.902 1.679  -0.049
C 1.108 5.830 2.513  -0.060
C 0.772 4.523 2.191  0.023
C 0.080 4.254 0.944  -0.102
C -0.196 5.342 0.092  -0.009
C 0.158 6.608 0.499  -0.082
N -0.278 2.872 0.563  -0.258
O -1.210 2.706 -0.223  0.110
O 0.422 1.923 0.945  -0.034
H 1.133 7.922 1.817  0.117
H 1.491 6.035 3.502  0.113
H 0.997 3.742 2.902  0.097
H -0.700 5.135 -0.841  0.123
H -0.090 7.421 -0.167  0.113
C 2.733 5.186 -3.669  -0.055
C 2.696 4.874 -2.306  -0.035
C 2.217 3.588 -1.859  0.031
C 2.018 2.540 -2.803  -0.118
C 2.084 2.906 -4.168  0.009
C 2.395 4.206 -4.617  -0.039
N 1.633 1.193 -2.389  -0.258
O 1.434 0.997 -1.174  -0.022
O 1.475 0.349 -3.257  0.093
H 3.012 6.197 -3.926  0.110
H 2.879 5.668 -1.597  0.104
H 2.019 3.343 -0.826  0.088
H 1.834 2.106 -4.849  0.101
H 2.283 4.401 -5.674  0.109
C -1.553 -4.471 -4.416  -0.077
C -2.641 -4.387 -3.567  -0.055
C -2.545 -3.498 -2.483  0.024
C -1.401 -2.660 -2.315  -0.136
C -0.329 -2.751 -3.226  0.034
C -0.425 -3.654 -4.319  -0.034
N -1.409 -1.718 -1.246  -0.314
O -2.364 -1.741 -0.507  0.073
O -0.408 -1.076 -1.016  0.021
H -1.619 -5.081 -5.305  0.108
H -3.531 -4.937 -3.835  0.111
H -3.340 -3.565 -1.755  0.115
H 0.547 -2.133 -3.097  0.101
H 0.396 -3.692 -5.019  0.110

---

[2]
The following is a DFT calculation (wB97M-V/def2-TZVPD) of 9 unconnected molecules or ions with the total composition C3H21NO10 in a non-equilibrium geometry.

* SMILES: CC(=O)NC=O.O.O.O.O.O.O.O.O
* HOMO-LUMO gap: 10.6 eV
* energy above the lowest of the compared OMol25 structures with the same formula, charge and spin: 0.00 kJ/mol
* charge: 0

Each line ends with the Löwdin charge.
CARTESIAN COORDINATES (ANGSTROEM)
O -0.389 2.795 -0.487  0.059
C 0.279 1.786 -0.313  -0.477
N -0.382 0.582 -0.550  0.146
C 0.194 -0.667 -0.369  -0.317
O -0.280 -1.638 -0.914  0.048
C 1.698 1.811 0.083  0.011
H -1.263 0.736 -1.041  0.101
H 0.998 -0.656 0.351  0.088
H 1.837 1.235 1.004  0.078
H 2.399 1.372 -0.649  0.074
H 2.064 2.810 0.307  0.096
H -2.093 2.040 -1.825  0.039
H -3.289 1.235 -2.455  0.060
O -2.334 1.345 -2.458  -0.052
H 3.064 -1.174 2.714  0.049
H 1.603 -0.820 2.220  -0.020
O 2.448 -1.238 1.972  -0.075
H 3.070 -3.065 -0.316  0.045
H 2.027 -2.254 -1.112  0.000
O 2.885 -2.683 -1.177  -0.049
H -0.694 0.218 2.903  0.043
H -0.551 -1.086 1.997  0.044
O -0.095 -0.308 2.366  -0.055
H -2.340 1.569 2.601  0.025
H -1.450 2.676 3.148  0.044
O -2.206 2.120 3.381  -0.049
H -2.861 -0.766 -2.664  0.022
H -2.516 -2.169 -2.234  0.051
O -2.871 -1.342 -1.893  -0.055
H -2.516 -2.305 1.413  0.060
H -2.260 -1.164 0.308  0.002
O -2.441 -1.366 1.235  -0.043
H 4.256 -0.725 -1.231  0.037
H 3.057 -0.451 -2.157  0.033
O 3.689 -0.028 -1.569  -0.064

---

[3]
The following is a DFT calculation (wB97M-V/def2-TZVPD) of 2 unconnected molecules or ions with the total composition C2H3BrFN in a non-equilibrium geometry.

* SMILES: BrC1=NC1.F
* HOMO-LUMO gap: 10.4 eV
* energy above the lowest of the compared OMol25 structures with the same formula, charge and spin: 116.17 kJ/mol
* charge: 0

Each line ends with the Löwdin charge.
CARTESIAN COORDINATES (ANGSTROEM)
C 0.609 1.066 -0.097  -0.173
C -0.206 0.090 0.645  -0.852
N 0.995 -0.251 0.518  0.083
F -0.803 -1.923 -1.062  0.023
Br -1.878 0.076 1.479  0.768
H 0.516 1.019 -1.186  0.080
H 0.846 2.062 0.428  0.112
H -0.078 -2.139 -0.725  -0.039

---

[4]
The following is a DFT calculation (wB97M-V/def2-TZVPD) of a molecular structure, C39H43Cl6FeN3O2P2.

* expectation value of S²: 6.01
* HOMO-LUMO gap (alpha / beta): 8.0 / 7.9 eV
* energy above the lowest of the compared OMol25 structures with the same formula, charge and spin: 0.00 kJ/mol
* charge: 0
* multiplicity: 5

Each line ends with the Löwdin charge.
CARTESIAN COORDINATES (ANGSTROEM)
Fe -0.757 -0.710 -0.165  0.698
N -1.457 -1.785 2.177  0.018
N -1.976 -0.673 2.815  -0.021
C -1.624 0.602 2.395  -0.743
O -1.984 1.559 3.085  0.012
O -0.914 0.677 1.307  -0.255
H -2.196 -2.438 1.962  0.064
H -0.769 -2.238 2.763  0.074
H -2.399 -0.760 3.720  0.142
Cl -4.090 -1.203 0.327  0.720
C -3.376 -2.404 -0.714  -0.710
C -2.000 -2.373 -0.940  -0.240
C -1.546 -3.431 -1.737  -0.671
Cl 0.170 -3.653 -2.019  0.699
C -2.378 -4.394 -2.317  -0.712
Cl -1.742 -5.657 -3.307  0.667
C -3.745 -4.339 -2.084  -0.717
Cl -4.799 -5.499 -2.790  0.682
C -4.248 -3.343 -1.257  -0.715
Cl -5.936 -3.284 -0.924  0.677
Cl 0.017 -0.451 -5.835  0.707
C 0.796 -0.355 -4.293  -0.645
C 2.092 0.118 -4.177  -0.067
C 2.655 0.177 -2.912  -0.024
C 1.898 -0.221 -1.820  -0.126
N 0.643 -0.659 -1.942  -0.030
C 0.106 -0.734 -3.164  -0.228
H 2.641 0.434 -5.057  0.117
H 3.667 0.536 -2.762  0.117
H 2.306 -0.174 -0.824  0.066
H -0.912 -1.112 -3.237  0.101
C -3.409 2.915 -3.370  -0.112
C -2.697 1.622 -2.969  -0.534
C -3.692 0.455 -2.960  -0.121
P -1.687 1.663 -1.410  1.096
C -2.382 2.888 -0.207  -0.523
C -3.783 2.467 0.246  -0.113
C -2.359 4.380 -0.540  -0.100
C -0.107 2.446 -2.003  -0.530
C -0.161 3.602 -3.003  -0.100
C 0.783 2.782 -0.795  -0.109
H -3.773 2.826 -4.398  0.083
H -2.765 3.792 -3.320  0.049
H -4.277 3.093 -2.731  0.071
H -1.940 1.398 -3.732  0.085
H -4.471 0.606 -2.205  0.068
H -3.200 -0.494 -2.741  0.041
H -4.184 0.368 -3.936  0.083
H -1.725 2.729 0.647  0.075
H -4.537 2.678 -0.522  0.069
H -4.053 3.017 1.152  0.086
H -3.826 1.412 0.488  0.008
H -3.074 4.650 -1.320  0.065
H -1.372 4.736 -0.833  0.044
H -2.642 4.928 0.365  0.086
H 0.358 1.622 -2.540  0.043
H -0.647 4.495 -2.607  0.058
H -0.672 3.318 -3.926  0.068
H 0.864 3.882 -3.273  0.082
H 0.445 3.702 -0.307  0.078
H 1.821 2.934 -1.110  0.080
H 0.769 1.999 -0.032  0.042
C 5.173 2.265 0.877  -0.089
C 5.372 0.927 0.563  -0.085
C 4.399 -0.020 0.868  -0.113
C 3.212 0.346 1.510  -0.352
C 3.014 1.704 1.788  -0.100
C 3.986 2.649 1.487  -0.078
P 1.793 -0.819 1.749  1.118
C 1.412 -0.689 3.552  -0.334
C 1.530 -1.781 4.418  -0.096
C 1.155 -1.672 5.754  -0.083
C 0.651 -0.476 6.246  -0.083
C 0.505 0.606 5.390  -0.065
C 0.872 0.497 4.057  -0.110
C 2.564 -2.480 1.655  -0.391
C 3.770 -2.845 2.264  -0.116
C 4.240 -4.146 2.173  -0.075
C 3.505 -5.110 1.484  -0.079
C 2.301 -4.769 0.891  -0.079
C 1.839 -3.458 0.977  -0.125
H 5.932 3.002 0.641  0.102
H 6.292 0.612 0.082  0.103
H 4.574 -1.051 0.591  0.096
H 2.086 2.040 2.229  0.089
H 3.805 3.694 1.717  0.108
H 1.915 -2.728 4.064  0.093
H 1.259 -2.531 6.407  0.103
H 0.354 -0.395 7.286  0.103
H 0.068 1.533 5.744  0.113
H 0.667 1.334 3.403  0.085
H 4.329 -2.112 2.835  0.116
H 5.181 -4.414 2.640  0.105
H 3.875 -6.127 1.416  0.104
H 1.717 -5.514 0.360  0.104
H 0.907 -3.192 0.500  0.035

---

[5]
The following is a DFT calculation (wB97M-V/def2-TZVPD) of 2 unconnected molecules or ions with the total composition C5H15NO in a non-equilibrium geometry.

* SMILES: CCCN(C)C.O
* HOMO-LUMO gap: 9.6 eV
* energy above the lowest of the compared OMol25 structures with the same formula, charge and spin: 120.24 kJ/mol
* charge: 0

Each line ends with the Löwdin charge.
CARTESIAN COORDINATES (ANGSTROEM)
N 0.252 0.776 -0.788  -0.281
C -0.856 0.588 -1.745  -0.106
C 0.584 2.175 -0.688  -0.125
C 0.428 -0.548 2.771  -0.116
C -0.263 0.324 0.472  -0.290
C 0.889 -0.007 1.383  -0.249
H -1.250 -0.442 -1.722  0.078
H -0.415 0.774 -2.739  0.085
H -1.695 1.289 -1.596  0.086
H -0.265 2.781 -0.329  0.086
H 0.858 2.518 -1.700  0.090
H 1.443 2.339 -0.016  0.082
H -0.205 -1.436 2.604  0.067
H -0.138 0.180 3.376  0.070
H 1.323 -0.856 3.338  0.066
H -0.914 -0.568 0.394  0.123
H -0.881 1.160 0.851  0.124
H 1.415 0.952 1.551  0.095
H 1.634 -0.740 1.017  0.115
O -1.003 -3.568 -2.152  -0.094
H -0.149 -3.217 -1.811  0.044
H -0.789 -4.475 -2.469  0.047

---

[6]
The following is a DFT calculation (wB97M-V/def2-TZVPD) of a molecular structure, C16H22I2MnNOSSi2 in a non-equilibrium geometry.

* expectation value of S²: 3.98
* HOMO-LUMO gap (alpha / beta): 6.9 / 6.4 eV
* charge: +1
* multiplicity: 4

Each line ends with the Löwdin charge.
CARTESIAN COORDINATES (ANGSTROEM)
Mn -2.040 -0.410 0.243  -0.246
I -1.825 0.117 2.957  0.932
C -3.715 -0.985 3.133  -0.904
I -4.193 -1.898 1.208  0.966
H -4.501 -0.288 3.404  -0.020
H -3.594 -1.761 3.881  -0.018
C 1.969 1.866 -1.789  -0.122
Si 1.385 0.860 -0.274  0.631
C 1.878 1.315 1.517  -0.134
C 1.957 -0.913 -0.562  -0.261
C 3.335 -1.016 -0.790  -0.104
C 3.942 -2.234 -1.026  -0.067
C 3.168 -3.384 -1.071  -0.060
C 1.810 -3.295 -0.827  -0.103
C 1.194 -2.079 -0.542  -0.294
Si -0.661 -2.212 -0.078  0.510
C -1.506 -2.862 -1.718  -0.203
C -0.613 -3.449 1.422  -0.220
H 3.050 1.846 -1.862  0.037
H 1.667 2.910 -1.799  0.023
H 1.584 1.413 -2.703  0.055
H 2.926 1.590 1.586  0.043
H 1.734 0.454 2.169  0.038
H 1.291 2.124 1.944  0.021
H 3.941 -0.121 -0.775  0.096
H 5.011 -2.289 -1.181  0.111
H 3.616 -4.345 -1.282  0.111
H 1.207 -4.192 -0.859  0.100
H -1.392 -3.938 -1.793  0.024
H -1.015 -2.417 -2.581  0.028
H -2.574 -2.647 -1.790  -0.001
H -0.037 -4.325 1.149  0.015
H -1.599 -3.784 1.727  -0.012
H -0.121 -2.997 2.280  0.016
O -0.359 1.144 -0.241  -0.275
N -0.882 2.427 -0.263  -0.079
C -0.104 3.496 -0.014  -0.060
C -0.597 4.767 -0.027  -0.015
C -1.962 4.969 -0.284  -0.020
C -2.749 3.881 -0.516  -0.066
C -2.221 2.570 -0.520  -0.638
S -3.220 1.258 -0.841  0.709
H 0.928 3.302 0.203  0.094
H 0.066 5.589 0.173  0.122
H -2.368 5.966 -0.291  0.124
H -3.809 3.977 -0.699  0.115